Molecular formula: C36H112NO28
Method: DFT, ωB97M-V/def2-TZVPD

* HOMO: -3.08 eV
* total charge: -1
* strongest force on any atom: 2.791 eV/Å
* calculated total energy: -3599.8277 Ha

XYZ file:
```
177
C36H112NO28 (ωB97M-V/def2-TZVPD)
H -6.220 0.571 -2.810
C 1.702 2.361 -0.309
H 6.535 3.875 -0.267
H -1.052 2.664 0.433
H -6.657 0.275 -1.146
C -0.719 -1.723 0.327
C 3.939 1.546 3.314
H -0.300 5.803 -0.216
H 1.809 0.798 -2.522
H 4.544 3.264 -2.620
H -0.703 -2.262 -6.324
H -2.956 0.975 0.046
O 4.721 3.130 0.258
H -0.032 -4.328 1.783
H -1.744 -6.482 0.216
H 0.050 6.825 -1.694
H 1.736 4.195 2.420
C 0.846 0.810 -2.011
H -1.160 -3.937 -4.824
H -5.242 2.315 0.238
H 1.190 -1.267 5.670
H -3.949 -6.214 -0.793
H -4.732 -4.730 -0.218
O -6.438 -0.444 2.989
C 0.131 1.142 -6.647
H 4.262 3.963 0.391
H 1.430 -2.796 4.011
H 0.644 5.594 2.093
C -5.281 3.284 0.737
H -0.180 -0.389 -3.481
C -5.948 -0.004 -1.926
O 5.715 0.811 -0.978
C -1.155 -0.299 -0.130
C -2.528 0.047 0.425
O 4.663 -2.999 -2.142
H -3.774 1.674 -7.653
H 3.303 4.470 -2.530
H 2.179 -0.235 1.066
O -1.570 3.449 0.241
H 0.341 1.700 -2.386
H -3.197 -4.498 1.583
C 5.734 -3.427 1.932
H 0.433 -1.388 -2.172
H -2.390 2.547 -1.437
O -4.146 3.546 1.519
H -1.929 0.378 -2.125
H 0.083 -2.286 -0.151
C 0.433 6.117 -0.960
H -0.509 0.702 -5.881
H -1.814 -1.369 -1.973
H 0.822 5.207 -1.416
H 6.193 3.911 1.403
H 4.499 2.399 2.933
H 2.923 -4.722 -3.324
O 1.485 6.695 -0.184
C 5.287 0.471 -2.287
H -2.476 -4.453 -0.011
H -3.303 -0.691 0.217
H -2.683 4.171 -1.429
C -3.869 0.739 -5.980
H -1.304 -0.552 2.741
H 2.160 1.546 2.471
C -3.435 0.777 -4.487
H 1.830 -4.751 -1.931
H -2.348 0.829 -4.427
C -5.971 0.136 1.811
H -0.458 3.483 1.873
C -0.623 -3.026 -4.561
H 1.948 -1.093 -0.463
H 0.194 -3.258 -3.879
H 5.013 -4.457 3.303
C -1.921 3.469 -1.092
H -6.250 -0.495 0.966
H -2.562 0.165 1.508
C 1.208 -5.977 0.960
O -2.986 2.015 3.747
H -3.457 2.689 -4.206
H -1.569 -2.755 3.963
H 0.255 0.539 -7.546
H 5.116 -2.725 -1.342
C 1.057 5.318 4.103
H 2.235 4.636 5.456
C 6.055 3.291 0.518
H -4.932 0.712 -6.217
H 2.967 2.976 -3.305
H -4.608 -7.263 1.146
H 4.201 0.384 -2.310
C 5.613 -1.962 1.473
C -1.354 -0.429 -1.670
H -0.973 3.552 -1.624
H -3.313 3.587 1.042
H -3.841 0.188 4.234
H 3.019 -1.938 4.286
O -3.337 1.741 -6.801
H -4.069 2.505 6.176
H 4.729 3.593 -4.906
H -6.521 1.072 1.720
H -4.958 0.327 -1.611
H 0.940 3.116 -0.506
C 2.869 -4.634 -2.239
H -6.241 -1.380 3.073
C 0.958 -4.782 1.844
C -0.040 -0.433 -2.401
C -3.892 1.458 5.933
H -1.601 -2.362 0.356
O -0.040 1.136 1.689
H -3.039 -2.014 3.507
H -3.427 2.556 3.088
H 0.644 -6.805 1.389
O -3.952 1.951 -3.841
H 1.113 1.144 -6.175
H 6.787 -3.707 1.937
H -5.635 4.110 0.121
O -1.513 -0.620 3.675
H -4.686 0.934 6.464
H 2.416 2.537 -1.115
C -2.999 -5.099 0.695
H 4.629 -1.538 1.673
H 5.156 -4.043 1.243
H -2.837 0.282 7.044
C 0.837 4.729 2.727
H 5.612 1.265 -2.959
C -4.016 1.248 4.417
H 5.957 -0.989 -0.123
C -4.250 -5.657 0.095
N -0.165 0.770 0.245
C 1.137 0.935 -0.491
H -3.535 -0.188 -6.446
H -1.350 -2.397 -4.046
O -2.091 -6.107 1.029
O -5.022 -6.412 0.988
H 2.131 2.611 0.661
O -0.045 -2.407 -5.640
O 0.994 -5.282 3.140
O 3.516 -5.646 -1.542
H 5.705 -0.504 -2.537
O 4.309 4.303 -4.416
O 1.465 4.311 4.984
H -5.032 1.545 4.157
H -3.762 -0.139 -3.995
H -1.284 2.336 -6.962
H 0.828 -5.856 -0.054
H 1.825 6.092 4.092
H 4.452 -5.622 -1.755
O -0.336 2.476 -6.912
H 3.163 0.172 -0.305
O 1.352 -0.907 4.795
H 6.233 -1.335 2.114
O 5.172 -3.514 3.224
C 3.746 3.731 -3.198
H -4.887 0.191 1.914
H -6.759 -1.797 -1.697
C 2.152 -0.119 -0.018
H 1.735 -4.022 1.755
C 1.966 -1.848 4.017
H 2.645 -2.554 -2.177
H 1.851 -1.508 2.988
O 2.591 -6.396 0.907
C -2.127 -1.825 4.073
H 3.354 -3.208 -0.679
H 6.577 2.343 0.651
O -0.320 3.839 2.754
O -6.038 -1.368 -2.165
H 5.349 1.652 -0.693
H -2.358 -1.652 5.124
H 0.117 -5.614 3.345
H -6.032 3.144 1.514
O -2.642 1.022 6.463
H 0.157 5.848 4.412
O 2.518 1.731 3.342
C 3.332 -3.293 -1.766
H 1.144 7.421 0.344
H -0.457 -1.634 1.382
O 5.936 -1.925 0.090
H 4.061 0.707 2.628
H 2.879 -6.063 0.053
H 4.314 1.231 4.288
```